(1)
One molecule with the formula C10H14N2O2S, computed with wB97M-V/def2-TZVPD.

**LUMO level**: -0.812 eV
**Energy relative to the best compared isomer or geometry (same formula, charge and spin)**: 320.9 kcal/mol
**Energy**: -28494.0471 eV

Bonds (Å) are listed after each position.
Cartesian coordinates (Å):
1 O 1.295 3.958 -0.177  S15 1.424
2 O 2.118 3.540 -2.274  S15 1.430
3 C -0.348 -0.579 3.929  C4 1.431, C5 1.459, H16 1.120
4 C -1.332 0.373 3.513  C3 1.431, C6 1.469, H17 1.101
5 C 0.565 -1.069 2.902  C3 1.459, C7 1.448, H18 1.059
6 C -1.656 0.484 2.085  C4 1.469, C8 1.435, H19 1.129
7 C 0.406 -0.649 1.526  C5 1.448, C8 1.380, C11 1.540
8 C -0.694 0.071 1.104  C6 1.435, C7 1.380, C12 1.436
9 N 2.426 2.491 -0.736  N10 1.557, S15 1.633, H20 1.033, H21 1.005
10 N 1.149 1.602 -0.776  N9 1.557, C14 1.497, S15 1.686, H22 1.006
11 C 1.564 -0.963 0.561  C7 1.540, C13 1.567, H23 1.066, H24 1.101
12 C -0.858 0.267 -0.309  C8 1.436, C14 1.531, H25 1.151, H26 1.058
13 C 1.205 -0.818 -0.958  C11 1.567, C14 1.509, H27 1.187, H28 1.102
14 C 0.364 0.407 -1.221  N10 1.497, C12 1.531, C13 1.509, H29 1.045
15 S 1.082 3.184 -1.354  O1 1.424, O2 1.430, N9 1.633, N10 1.686
16 H -0.214 -0.816 5.016  C3 1.120
17 H -1.895 0.971 4.246  C4 1.101
18 H 1.383 -1.605 3.309  C5 1.059
19 H -2.581 1.001 1.697  C6 1.129
20 H 3.012 3.313 -0.517  N9 1.033
21 H 2.718 2.018 -1.573  N9 1.005
22 H 1.125 1.710 0.224  N10 1.006
23 H 2.032 -1.890 0.804  C11 1.066
24 H 2.444 -0.351 0.816  C11 1.101
25 H -1.602 1.126 -0.490  C12 1.151
26 H -1.232 -0.615 -0.759  C12 1.058
27 H 0.624 -1.732 -1.444  C13 1.187
28 H 2.089 -0.547 -1.556  C13 1.102
29 H 0.158 0.463 -2.244  C14 1.045

***

(2)
One molecule with the formula C10H14N2OS, computed with wB97M-V/def2-TZVPD.

**LUMO level**: 0.793 eV
**SMILES string**: [H]/N=C(\Nc1ccc(OC)cc1)SCC
**Energy relative to the best compared isomer or geometry (same formula, charge and spin)**: 24.6 kcal/mol
**Energy**: -26459.4283 eV

Bonds (Å) are listed after each position.
Cartesian coordinates (Å):
1 H 1.451 -0.389 1.096  N2 1.010
2 N 2.197 0.096 0.617  H1 1.010, C3 1.244
3 C 1.929 0.379 -0.564  N2 1.244, N4 1.407, S13 1.789
4 N 0.741 0.111 -1.268  C3 1.407, C5 1.379, H16 0.989
5 C -0.399 -0.439 -0.722  N4 1.379, C6 1.424, C12 1.390
6 C -0.318 -1.592 0.109  C5 1.424, C7 1.396, H17 1.065
7 C -1.445 -2.218 0.643  C6 1.396, C8 1.379, H18 1.099
8 C -2.690 -1.653 0.466  C7 1.379, O9 1.334, C11 1.414
9 O -3.721 -2.306 1.006  C8 1.334, C10 1.442
10 C -5.035 -1.712 1.017  O9 1.442, H19 1.056, H20 1.095, H21 1.068
11 C -2.804 -0.469 -0.299  C8 1.414, C12 1.415, H22 1.084
12 C -1.669 0.085 -0.935  C5 1.390, C11 1.415, H23 1.080
13 S 3.161 1.082 -1.654  C3 1.789, C14 1.815
14 C 4.407 1.717 -0.497  S13 1.815, C15 1.511, H24 1.099, H25 1.090
15 C 4.042 3.007 0.201  C14 1.511, H26 1.060, H27 1.083, H28 1.069
16 H 0.654 0.564 -2.143  N4 0.989
17 H 0.581 -2.160 0.163  C6 1.065
18 H -1.408 -3.124 1.265  C7 1.099
19 H -5.395 -1.589 0.032  C10 1.056
20 H -5.625 -2.465 1.550  C10 1.095
21 H -4.995 -0.781 1.540  C10 1.068
22 H -3.760 0.012 -0.471  C11 1.084
23 H -1.732 1.009 -1.491  C12 1.080
24 H 4.541 0.916 0.243  C14 1.099
25 H 5.323 1.861 -1.071  C14 1.090
26 H 3.188 2.979 0.828  C15 1.060
27 H 3.913 3.828 -0.493  C15 1.083
28 H 4.869 3.251 0.833  C15 1.069

***

(3)
An isolated ion of composition C10H14N4O and charge +2, computed with wB97M-V/def2-TZVPD.

**LUMO level**: -9.640 eV
**Energy relative to the best compared isomer or geometry (same formula, charge and spin)**: 123.4 kcal/mol
**Energy**: -18582.8588 eV
**Net charge**: +2

Bonds (Å) are listed after each position.
Cartesian coordinates (Å):
1 C -4.059 0.401 0.027  C2 1.403, C3 1.377, H16 1.062
2 C -3.965 -0.998 0.080  C1 1.403, C4 1.436, H17 1.095
3 C -2.910 1.159 -0.021  C1 1.377, C5 1.361, H18 1.038
4 C -2.670 -1.577 -0.143  C2 1.436, N11 1.348, H19 1.102
5 C -1.717 0.529 0.155  C3 1.361, N11 1.335, N14 1.457
6 C 2.166 -1.047 0.526  C9 1.618, N12 1.305, N13 1.275
7 C 2.326 1.304 -0.597  C8 1.414, C9 1.520, H20 1.042, H21 1.177
8 C 1.653 0.985 -1.799  C7 1.414, H22 1.110, H23 0.996
9 C 2.067 0.558 0.702  C6 1.618, C7 1.520, C10 1.527, H24 1.163
10 C 0.615 0.846 1.074  C9 1.527, N14 1.462, O15 1.417, H25 1.093
11 N -1.590 -0.796 0.054  C4 1.348, C5 1.335, H28 1.084
12 N 3.347 -1.596 0.607  C6 1.305, H26 1.022, H27 1.025
13 N 1.098 -1.549 0.043  C6 1.275, H29 1.009
14 N -0.381 1.096 0.033  C5 1.457, C10 1.462, O15 1.399
15 O 0.058 2.132 0.863  C10 1.417, N14 1.399
16 H -4.937 0.997 0.038  C1 1.062
17 H -4.945 -1.485 0.046  C2 1.095
18 H -2.836 2.188 -0.136  C3 1.038
19 H -2.688 -2.655 -0.373  C4 1.102
20 H 3.292 1.682 -0.697  C7 1.042
21 H 1.873 2.376 -0.428  C7 1.177
22 H 1.530 1.701 -2.639  C8 1.110
23 H 1.411 0.030 -1.942  C8 0.996
24 H 2.791 0.731 1.595  C9 1.163
25 H 0.417 0.493 2.089  C10 1.093
26 H 4.142 -1.292 1.173  N12 1.022
27 H 3.444 -2.510 0.153  N12 1.025
28 H -0.615 -1.202 -0.190  N11 1.084
29 H 1.085 -2.500 -0.293  N13 1.009

***

(4)
An isolated ion of composition C10H14N4O and charge +2, computed with wB97M-V/def2-TZVPD.

**LUMO level (alpha / beta)**: -7.316 / -7.316 eV
**SMILES string**: NC(=[NH2+])[C@H]1CCN=C1Oc1cccc[nH+]1
**Energy relative to the best compared isomer or geometry (same formula, charge and spin)**: 0.0 kcal/mol
**Energy**: -18588.2078 eV
**Net charge**: +2

Bonds (Å) are listed after each position.
Cartesian coordinates (Å):
1 N -1.518 -1.349 1.383  C2 1.310, H16 1.011, H17 0.986
2 C -1.925 -1.269 0.141  N1 1.310, N3 1.313, C4 1.433
3 N -2.602 -2.243 -0.422  C2 1.313, H18 1.038, H19 0.984
4 C -1.593 -0.045 -0.527  C2 1.433, C5 1.554, C8 1.580, H20 1.017
5 C -2.664 1.004 -0.118  C4 1.554, C6 1.506, H21 1.057, H22 1.038
6 C -1.929 2.315 -0.210  C5 1.506, N7 1.477, H23 1.097, H24 1.046
7 N -0.490 2.020 -0.054  C6 1.477, C8 1.234
8 C -0.316 0.802 -0.145  C4 1.580, N7 1.234, O9 1.385
9 O 0.793 -0.027 -0.089  C8 1.385, C10 1.397
10 C 2.186 -0.060 0.006  O9 1.397, C11 1.367, N15 1.341
11 C 2.860 -1.158 -0.452  C10 1.367, C12 1.439, H25 1.102
12 C 4.290 -1.062 -0.328  C11 1.439, C13 1.427, H26 1.066
13 C 4.878 0.044 0.356  C12 1.427, C14 1.385, H27 1.122
14 C 4.100 1.152 0.651  C13 1.385, N15 1.363, H28 1.053
15 N 2.752 1.067 0.460  C10 1.341, C14 1.363, H29 1.009
16 H -1.170 -0.448 1.684  N1 1.011
17 H -1.784 -1.918 2.143  N1 0.986
18 H -3.179 -2.072 -1.269  N3 1.038
19 H -2.916 -2.991 0.134  N3 0.984
20 H -1.658 -0.231 -1.525  C4 1.017
21 H -2.905 1.000 0.910  C5 1.057
22 H -3.532 1.016 -0.686  C5 1.038
23 H -2.126 2.618 -1.245  C6 1.097
24 H -2.170 3.011 0.533  C6 1.046
25 H 2.437 -2.137 -0.729  C11 1.102
26 H 4.935 -1.901 -0.454  C12 1.066
27 H 5.975 0.118 0.576  C13 1.122
28 H 4.608 2.031 0.928  C14 1.053
29 H 2.132 1.806 0.755  N15 1.009